Record 1
The following is a quantum chemistry calculation of a cluster of 6 separate species, C18H42N6O6 in total, from OMol25.

```
72
C18H42N6O6, DFT ωB97M-V/def2-TZVPD
C 1.5713 3.8526 0.8968
C 0.8575 4.3012 2.1399
O 0.0585 3.5014 2.6316
N 1.1758 5.4725 2.7303
C 0.4951 6.1209 3.8339
H 0.9923 3.1110 0.3560
H 2.5146 3.3942 1.1978
H 1.7341 4.7373 0.2695
H 1.7794 6.0442 2.1561
H -0.4157 5.5379 3.9849
H 0.2921 7.1675 3.6369
H 1.0748 6.0152 4.7520
C -1.2236 3.8454 -2.2023
C -1.7114 3.1894 -3.4698
O -1.5126 3.6592 -4.5767
N -2.4934 2.1162 -3.2595
C -3.1596 1.3233 -4.2902
H -0.4324 3.4237 -1.5882
H -2.0340 4.0984 -1.5126
H -0.8462 4.8367 -2.4744
H -2.6413 1.8632 -2.2979
H -3.8939 0.6620 -3.8494
H -2.3529 0.7652 -4.7765
H -3.5588 1.9447 -5.0886
C -1.2667 -0.9668 -1.3962
C -0.4330 -0.0959 -0.4898
O -0.3544 1.1011 -0.7349
N 0.0485 -0.7158 0.6057
C 0.7715 0.0061 1.6641
H -0.6679 -1.4180 -2.1973
H -2.0195 -0.3592 -1.8889
H -1.7130 -1.8667 -0.9643
H -0.0430 -1.7049 0.7566
H 0.6703 1.0693 1.4789
H 1.7883 -0.3909 1.6597
H 0.2933 -0.2652 2.6059
C 1.7687 -3.2458 3.2485
C 1.2617 -4.0013 2.0084
O 0.2181 -4.6342 2.0816
N 1.9959 -3.7955 0.9033
C 1.6414 -4.1835 -0.4447
H 2.8407 -3.4407 3.3476
H 1.3271 -3.5561 4.1919
H 1.5886 -2.1739 3.1818
H 2.8280 -3.2622 1.1235
H 1.2555 -5.1986 -0.4884
H 2.4699 -4.0645 -1.1349
H 0.8434 -3.5121 -0.7770
C -8.3729 -2.1966 -1.9133
C -7.2151 -3.0397 -2.3568
O -7.3862 -4.0746 -2.9918
N -5.9933 -2.6276 -1.9465
C -4.7940 -3.4255 -2.1142
H -8.7877 -2.5084 -0.9561
H -9.2137 -2.3085 -2.5973
H -8.0688 -1.1462 -1.9379
H -5.9472 -1.7783 -1.4143
H -4.8893 -3.9906 -3.0389
H -4.5435 -4.1377 -1.3274
H -3.9926 -2.6906 -2.2098
C 5.3584 -0.1311 2.6015
C 5.4835 -1.2349 1.5756
O 4.6310 -2.1123 1.4673
N 6.5402 -1.1919 0.7420
C 7.6100 -0.2225 0.5847
H 5.4375 0.8588 2.1515
H 6.0977 -0.2197 3.3964
H 4.3591 -0.2130 3.0243
H 6.6415 -2.0263 0.1823
H 7.3974 0.7440 1.0341
H 7.7114 -0.0465 -0.4865
H 8.5532 -0.5882 0.9906
```

For the LUMO energy, the calculation gives 0.29 eV. For the orbital gap, the calculation gives 9.521 eV. The SMILES is CNC(C)=O.CNC(C)=O.CNC(C)=O.CNC(C)=O.CNC(C)=O.CNC(C)=O. As for the largest force on an atom: 2.77 eV Å⁻¹. The energy above the lowest of the compared OMol25 structures with the same formula, charge and spin comes out at 18.5 kcal per mole.

Record 2
The following is a quantum chemistry calculation of a cluster of 3 separate species, C18H42NS in total, from OMol25.

```
62
C18H42NS, DFT ωB97M-V/def2-TZVPD
C -0.4071 -2.6416 -1.1633
C -0.4130 -2.7149 0.1628
C -1.3655 -1.8211 0.9295
N -0.8704 -1.6248 2.3413
C -1.0697 -0.2274 2.8861
C 0.1139 0.6925 2.5535
C -0.1589 1.6566 1.3965
S 1.3166 2.6099 0.9464
H -1.3247 -2.3033 -1.6386
H 0.4535 -2.8513 -1.7835
H 0.1792 -3.4419 0.7145
H -1.3906 -0.8448 0.4549
H -2.3840 -2.2104 0.9946
H -1.3608 -2.2856 2.9420
H 0.1280 -1.8362 2.3817
H -1.1910 -0.3337 3.9640
H -2.0102 0.1522 2.4849
H 1.0057 0.1001 2.3225
H 0.3312 1.2865 3.4420
H -0.9004 2.4059 1.6740
H -0.4795 1.1188 0.5021
H 2.1498 1.5854 0.7284
C -1.6860 -6.5743 -1.3450
C -0.7588 -7.1659 -2.4015
C -0.4215 -6.2032 -3.5375
C -1.6080 -5.7357 -4.3808
C -2.4053 -6.8598 -5.0404
C -1.5858 -7.6900 -6.0233
H -2.6672 -6.3213 -1.7498
H -1.8429 -7.2853 -0.5326
H -1.2510 -5.6665 -0.9162
H -1.1937 -8.0875 -2.7949
H 0.1789 -7.4555 -1.9200
H 0.3247 -6.6739 -4.1818
H 0.0703 -5.3228 -3.1063
H -1.2360 -5.0609 -5.1582
H -2.2851 -5.1366 -3.7629
H -3.2521 -6.4165 -5.5695
H -2.8348 -7.5141 -4.2767
H -1.1709 -7.0605 -6.8130
H -2.2036 -8.4532 -6.4963
H -0.7576 -8.2017 -5.5308
C 2.4619 9.6115 1.4010
C 2.5308 8.8293 2.7089
C 3.0724 7.4103 2.5430
C 2.2321 6.5037 1.6416
C 0.7779 6.3377 2.0777
C 0.6232 5.6931 3.4517
H 1.7822 9.1461 0.6853
H 2.1061 10.6275 1.5731
H 3.4471 9.6777 0.9351
H 1.5407 8.8034 3.1727
H 3.1772 9.3642 3.4086
H 3.1757 6.9516 3.5304
H 4.0848 7.4632 2.1314
H 2.7047 5.5163 1.6036
H 2.2527 6.8848 0.6173
H 0.2636 5.7173 1.3366
H 0.2665 7.3033 2.0701
H 1.0991 4.7086 3.4739
H -0.4328 5.5644 3.6989
H 1.0684 6.3002 4.2403
```

For the LUMO energy, the calculation gives -3.21 eV. For the orbital gap, the calculation gives 8.970 eV. As for the largest force on an atom: 1.03 eV Å⁻¹. Its total charge is +1.

Record 3
The following is a quantum chemistry calculation of a structure of composition C18H43BaI2O5PSi, from OMol25.

```
71
C18H43BaI2O5PSi, DFT ωB97M-V/def2-TZVPD
Ba -0.3282 0.3656 -0.4604
I 3.8305 -0.0003 1.9173
C 2.1998 0.7385 3.0820
I 0.9307 -0.8372 3.7808
H 1.6139 1.4121 2.4651
H 2.6041 1.2453 3.9520
C -1.2943 2.2075 3.6610
C -1.0655 3.2526 2.5599
C -0.4725 4.5323 3.1554
C -2.3907 3.5728 1.8711
O -0.1485 2.6619 1.6410
P 0.0408 3.3203 0.1191
O -0.1094 4.7877 0.1039
O -0.7430 2.4606 -0.8163
O 1.6168 2.8243 0.0036
C 2.5527 3.6015 -0.7412
C 3.7794 2.7057 -0.9515
C 1.9855 4.0015 -2.1015
C 2.9461 4.8526 0.0431
H -2.0341 2.5731 4.3677
H -0.3667 2.0224 4.2012
H -1.6517 1.2718 3.2244
H -1.1692 4.9769 3.8633
H -0.2789 5.2341 2.3492
H 0.4640 4.3158 3.6671
H -3.1035 3.9522 2.5984
H -2.7935 2.6741 1.4070
H -2.2226 4.3186 1.0997
H 3.4842 1.7590 -1.4086
H 4.2691 2.5048 -0.0017
H 4.4945 3.1992 -1.6045
H 1.7205 3.1174 -2.6799
H 2.7220 4.5752 -2.6572
H 1.0980 4.6094 -1.9644
H 3.3708 4.5775 1.0065
H 2.0605 5.4580 0.2058
H 3.6799 5.4261 -0.5178
O -3.7839 0.6185 -0.2168
H -4.1996 0.3480 -1.0401
H -4.0817 1.5175 -0.0492
C -0.9053 -3.6730 1.1007
Si -0.6137 -2.9051 -0.6464
C 1.0541 -3.7432 -1.2663
C 2.1730 -3.3270 -0.3126
C 1.0088 -5.2751 -1.2769
C 1.4082 -3.2744 -2.6761
C -2.2102 -3.4570 -1.6547
C -2.3640 -4.9747 -1.8029
C -3.4344 -2.9532 -0.8898
C -2.2157 -2.8525 -3.0577
H -1.1741 -4.7255 1.0432
H -1.7014 -3.1562 1.6292
H -0.0147 -3.5986 1.7163
H 1.9601 -3.6629 0.6984
H 2.2940 -2.2426 -0.3018
H 3.1157 -3.7779 -0.6185
H 0.6826 -5.6670 -0.3173
H 2.0059 -5.6689 -1.4767
H 0.3467 -5.6470 -2.0536
H 1.4842 -2.1849 -2.7205
H 0.6424 -3.5880 -3.3799
H 2.3572 -3.7062 -2.9948
H -2.2654 -5.4830 -0.8471
H -1.6266 -5.3781 -2.4904
H -3.3504 -5.2061 -2.2072
H -3.5361 -3.4856 0.0514
H -4.3413 -3.1288 -1.4689
H -3.3577 -1.8891 -0.6711
H -1.4071 -3.2722 -3.6511
H -2.0900 -1.7666 -3.0239
H -3.1524 -3.0835 -3.5666
```

For the LUMO energy, the calculation gives -0.36 eV. For the orbital gap, the calculation gives 5.624 eV. As for the largest force on an atom: 3.85 eV Å⁻¹. The energy above the lowest of the compared OMol25 structures with the same formula, charge and spin comes out at 0.0 kcal per mole.